(1)
16
Properties=species:S:1:pos:R:3:nbo_charge:R:1 method="wB97M-V/def2-TZVPD" lumo_ha="0.0329 / 0.0334" charge=0 e_homo_ev="-6.5362 / -6.4172" gap_ev="7.43 / 7.33"
O -0.276 2.748 -0.790 -0.70
C -0.328 1.349 -0.840 0.13
C 1.008 0.544 -0.828 -0.47
C 0.336 -0.343 0.184 0.08
C -0.363 -2.490 0.900 -0.39
N 0.572 -1.583 0.591 -0.40
C -0.844 0.562 0.393 -0.47
H 0.259 2.997 -0.026 0.46
H -0.926 1.108 -1.722 0.18
H 1.863 1.141 -0.475 0.20
H 1.274 0.093 -1.793 0.21
H -1.347 -2.321 0.493 0.18
H -0.152 -3.298 1.582 0.19
H 1.550 -1.869 0.667 0.39
H -1.877 0.204 0.349 0.21
H -0.729 1.148 1.324 0.20

(2)
8
Properties=species:S:1:pos:R:3:nbo_charge:R:1 method="wB97M-V/def2-TZVPD" lumo_ha="-0.0310 / -0.0888" charge=0 e_homo_ev="-9.8914 / -8.8432" gap_ev="9.05 / 6.43"
C -0.068 0.860 0.037 0.12
C 1.143 -1.045 0.139 -0.34
N -1.322 0.501 -0.186 0.36
O -1.753 -0.616 -0.351 -0.36
O -1.944 1.578 -0.343 -0.36
Br 2.916 -0.988 0.328 0.19
H 0.350 1.654 0.610 0.21
H 0.677 -1.944 -0.235 0.19

(3)
12
Properties=species:S:1:pos:R:3:nbo_charge:R:1 method="wB97M-V/def2-TZVPD" lumo_ha="-0.0121 / 0.0189" charge=0 e_homo_ev="-7.0433 / -7.3701" gap_ev="6.71 / 7.88"
C 1.575 -1.431 -0.590 -0.54
C -0.246 1.563 -0.136 -0.17
C 0.707 -0.463 -0.631 0.27
C -2.327 -0.276 0.168 0.59
N -0.295 0.262 -0.249 -0.40
F -2.698 -1.512 0.117 -0.31
F -3.052 0.606 -0.646 -0.36
H 1.617 -2.221 0.230 0.21
H 2.342 -1.782 -1.237 0.23
H -1.159 2.043 0.330 0.17
H 0.439 2.253 -0.594 0.19
H -2.133 0.076 1.205 0.12

(4)
90
Properties=species:S:1:pos:R:3:mulliken_charge:R:1 method="wB97M-V/def2-TZVPD" lumo_ha=0.0121 charge=0 e_homo_ev=-9.4583 gap_ev=9.79
C -1.156 -4.114 -0.854 -1.03
C 0.016 -3.370 -1.394 0.53
O 0.468 -4.042 -2.547 -0.61
H -1.120 -5.192 -0.702 0.39
H -1.976 -3.962 -1.557 0.27
H -1.458 -3.748 0.128 0.14
H 0.883 -3.378 -0.734 0.26
H -0.176 -2.345 -1.714 -0.20
H 1.247 -3.628 -2.924 0.32
C 4.807 -0.659 -0.534 -0.91
C 5.674 -1.904 -0.733 -0.48
O 6.101 -2.295 0.547 -0.56
H 5.350 0.230 -0.211 0.32
H 4.076 -0.892 0.239 0.14
H 4.240 -0.404 -1.430 0.56
H 6.582 -1.580 -1.241 0.29
H 5.139 -2.674 -1.289 0.35
H 6.638 -3.088 0.478 0.28
C -4.884 0.429 1.846 -0.56
C -6.276 -0.118 1.401 -0.30
O -6.068 -1.467 1.023 -0.52
H -4.971 1.513 1.927 0.34
H -4.060 0.291 1.146 -0.25
H -4.629 -0.078 2.776 0.39
H -6.557 0.468 0.525 0.23
H -6.949 -0.040 2.255 0.40
H -6.917 -1.904 0.918 0.28
C -3.566 -0.536 -2.092 -0.07
C -5.056 -0.184 -2.269 -0.30
O -5.366 0.150 -3.611 -0.56
H -3.198 -0.426 -1.072 -0.16
H -2.973 0.134 -2.716 -0.11
H -3.395 -1.560 -2.424 0.43
H -5.371 0.615 -1.597 0.17
H -5.596 -1.073 -1.943 0.24
H -6.140 0.718 -3.602 0.32
C 4.541 3.452 1.391 -1.01
C 3.938 3.111 0.078 0.35
O 4.483 3.830 -1.020 -0.57
H 5.596 3.180 1.374 0.26
H 4.099 2.958 2.256 0.24
H 4.454 4.516 1.609 0.40
H 2.865 3.285 0.151 0.25
H 4.171 2.075 -0.169 -0.24
H 3.975 4.643 -1.067 0.32
C 0.384 -1.340 3.773 -0.58
C -0.774 -2.183 3.335 -0.35
O -1.588 -1.420 2.551 -0.54
H 1.065 -1.950 4.366 0.40
H 0.016 -0.546 4.423 0.30
H 0.904 -0.868 2.939 -0.22
H -1.316 -2.701 4.126 0.34
H -0.432 -2.963 2.655 0.27
H -2.231 -2.026 2.176 0.22
C -0.893 -0.950 -4.563 -0.79
C -1.242 0.362 -5.190 -0.25
O 0.046 0.971 -5.458 -0.55
H -0.350 -1.544 -5.298 0.48
H -1.822 -1.485 -4.364 0.33
H -0.283 -0.838 -3.668 0.01
H -1.788 1.040 -4.533 0.22
H -1.798 0.288 -6.124 0.32
H -0.028 1.803 -5.931 0.29
C 1.318 0.437 0.351 -0.96
C -0.088 0.055 -0.081 0.22
O -1.100 0.681 0.760 -0.50
H 1.574 0.307 1.403 0.10
H 1.545 1.453 0.028 0.11
H 2.005 -0.189 -0.218 0.15
H -0.207 -1.024 0.019 0.01
H -0.347 0.316 -1.107 0.36
H -1.320 0.007 1.408 0.26
C -4.274 4.342 -0.143 -1.36
C -3.341 3.132 -0.325 0.51
O -2.597 2.996 0.816 -0.52
H -3.694 5.244 0.055 0.33
H -5.004 4.246 0.660 0.31
H -4.795 4.466 -1.092 0.38
H -2.708 3.214 -1.209 0.32
H -3.944 2.243 -0.515 -0.26
H -2.064 2.201 0.730 0.51
C 5.622 0.721 4.469 -1.26
C 5.172 -0.108 3.242 0.29
O 6.292 -0.172 2.404 -0.55
H 6.541 0.352 4.926 0.33
H 4.860 0.622 5.242 0.36
H 5.780 1.758 4.175 0.26
H 4.249 0.192 2.744 -0.09
H 4.946 -1.124 3.565 0.40
H 6.228 -0.956 1.854 0.32

(5)
17
Properties=species:S:1:pos:R:3:nbo_charge:R:1 method="wB97M-V/def2-TZVPD" lumo_ha=0.0389 charge=0 e_homo_ev=-9.8696 gap_ev=10.93
C -2.281 -0.208 0.254 -0.60
C -0.938 0.088 -0.377 -0.20
C 0.124 -1.052 -0.366 -0.43
C 1.128 0.000 0.074 0.21
C 2.492 0.262 -0.356 -0.12
O 2.164 -0.065 1.005 -0.49
C 0.039 0.988 0.407 -0.43
H -2.151 -0.599 1.270 0.20
H -2.896 0.696 0.316 0.21
H -2.827 -0.957 -0.328 0.21
H -1.058 0.490 -1.389 0.20
H -0.039 -1.773 0.438 0.22
H 0.317 -1.579 -1.308 0.21
H 3.126 -0.553 -0.635 0.20
H 2.744 1.303 -0.634 0.18
H 0.172 2.038 0.135 0.21
H -0.115 0.920 1.493 0.22

(6)
19
Properties=species:S:1:pos:R:3:nbo_charge:R:1 method="wB97M-V/def2-TZVPD" lumo_ha=0.0448 charge=0 e_homo_ev=-9.5885 gap_ev=10.81
C -1.135 -1.333 1.908 -0.60
C -0.992 -0.244 0.848 -0.40
C 0.444 0.031 0.408 -0.20
C 1.064 -0.697 -0.837 -0.40
C 1.226 0.659 -1.523 -0.22
C -0.114 1.314 -1.627 -0.43
C 0.628 1.361 -0.324 -0.22
H -2.177 -1.460 2.221 0.21
H -0.558 -1.082 2.807 0.20
H -0.774 -2.300 1.539 0.20
H -1.597 -0.484 -0.034 0.20
H -1.387 0.708 1.230 0.20
H 1.110 -0.064 1.274 0.21
H 0.419 -1.415 -1.362 0.19
H 2.016 -1.186 -0.614 0.21
H 2.063 0.975 -2.137 0.22
H -0.148 2.238 -2.199 0.22
H -0.991 0.674 -1.715 0.20
H 0.903 2.304 0.140 0.22

(7)
77
Properties=species:S:1:pos:R:3:lowdin_spin:R:1 method="wB97M-V/def2-TZVPD" multiplicity=3 lumo_ha="-0.1266 / -0.1611" s_squared=2.025 charge=+1 e_homo_ev="-10.3805 / -10.5588" gap_ev="6.93 / 6.17"
W 0.399 -0.335 0.683 1.25
C 4.943 1.352 1.223 0.00
O 4.143 2.496 0.940 0.00
C 3.004 2.650 1.679 0.00
C 2.775 3.874 2.286 0.00
C 1.621 4.106 3.021 0.00
C 0.674 3.103 3.157 0.00
C 0.890 1.885 2.531 0.02
C -0.150 0.796 2.560 0.05
N -1.122 0.815 1.638 0.26
N -2.255 0.101 1.908 0.10
C -2.100 -1.174 1.786 0.02
O -0.937 -1.689 1.460 0.03
C -3.246 -2.092 1.956 0.00
C -3.127 -3.414 1.544 0.00
C -4.207 -4.277 1.660 0.00
C -5.404 -3.819 2.191 0.00
C -5.523 -2.497 2.606 0.00
C -4.447 -1.632 2.490 0.00
C 2.044 1.650 1.790 0.01
O 2.163 0.439 1.166 0.04
H 4.840 0.605 0.436 0.00
H 4.669 0.899 2.175 0.00
H 5.981 1.679 1.265 0.00
H 3.528 4.643 2.166 0.00
H 1.462 5.069 3.486 0.00
H -0.235 3.270 3.721 0.00
H -0.444 0.374 3.522 0.00
H -2.187 -3.758 1.131 0.00
H -4.116 -5.306 1.338 0.00
H -6.247 -4.491 2.283 0.00
H -6.455 -2.143 3.025 0.00
H -4.525 -0.602 2.812 0.00
N 2.471 0.118 -1.883 0.01
N 2.234 1.500 -1.877 0.00
C 1.261 2.064 -1.095 0.01
O 1.152 3.268 -1.017 0.01
O 0.414 1.231 -0.526 0.07
H 3.249 -0.122 -1.275 0.00
H 2.685 -0.170 -2.830 0.00
H 3.006 2.133 -2.036 0.00
N 2.413 -2.964 3.655 0.00
C 1.927 -1.738 3.422 0.00
N 1.464 -1.718 2.192 0.00
C 1.707 -2.956 1.717 0.00
N 2.288 -3.758 2.568 0.01
C 1.385 -3.220 0.310 0.02
C 1.414 -4.483 -0.255 -0.01
N 1.105 -4.676 -1.534 0.02
C 0.800 -3.594 -2.244 0.00
C 0.781 -2.323 -1.687 0.03
N 1.052 -2.139 -0.395 0.01
H 2.840 -3.321 4.496 0.00
H 1.929 -0.926 4.131 0.00
H 1.688 -5.336 0.353 0.00
H 0.565 -3.730 -3.292 0.00
H 0.591 -1.440 -2.278 0.00
C 0.192 4.159 -5.140 0.00
C -0.397 3.003 -4.381 0.00
C -0.310 1.704 -4.868 0.00
C -0.833 0.641 -4.144 0.00
C -1.454 0.888 -2.928 0.00
C -1.558 2.181 -2.421 0.00
C -1.029 3.223 -3.151 0.00
S -2.008 -0.528 -2.059 0.00
C -3.645 -0.076 -1.552 0.00
O -1.291 -0.590 -0.730 0.02
H 0.580 3.848 -6.108 0.00
H 1.007 4.608 -4.569 0.00
H -0.555 4.937 -5.303 0.00
H 0.175 1.519 -5.819 0.00
H -0.772 -0.370 -4.531 0.00
H -1.983 2.371 -1.443 0.00
H -1.072 4.227 -2.747 0.00
H -3.645 0.923 -1.123 0.00
H -3.943 -0.813 -0.807 0.00
H -4.289 -0.132 -2.430 0.00

(8)
15
Properties=species:S:1:pos:R:3:nbo_charge:R:1 method="wB97M-V/def2-TZVPD" lumo_ha=0.0163 charge=0 e_homo_ev=-10.3100 gap_ev=10.75
C -0.301 2.147 -1.377 -0.63
C -0.904 1.268 -0.259 -0.53
C 0.138 0.841 0.751 0.71
O 0.593 1.626 1.546 -0.57
N 0.342 -0.552 0.818 -0.68
C 0.052 -1.516 -0.162 0.90
O -0.716 -1.437 -1.088 -0.61
O 0.817 -2.576 0.067 -0.70
H -0.694 1.784 -2.330 0.23
H -0.379 3.213 -1.129 0.23
H 0.782 2.174 -1.433 0.22
H -1.584 1.871 0.459 0.23
H -1.661 0.506 -0.489 0.26
H 1.041 -0.840 1.483 0.42
H 0.549 -3.433 -0.352 0.52

(9)
101
Properties=species:S:1:pos:R:3:mulliken_charge:R:1 method="wB97M-V/def2-TZVPD" lumo_ha=-0.0929 charge=+1 e_homo_ev=-11.5162 gap_ev=8.99
C -2.847 -1.335 -1.663 -0.48
C -1.689 -1.417 -1.381 -0.79
N -0.363 -1.825 -1.233 0.12
C 0.328 -0.606 -1.195 -0.72
N 0.205 0.252 -2.159 0.17
C 0.957 1.517 -2.235 0.46
O 1.101 1.841 -3.601 -0.42
C 0.224 2.869 -3.936 0.78
C 0.788 4.224 -4.236 -1.07
O -0.950 2.657 -3.944 -0.48
N 1.140 -0.514 -0.108 1.54
C 0.958 0.599 0.822 -1.30
O 1.793 1.680 0.509 -0.30
C 1.499 2.789 1.379 -0.73
C 0.581 3.742 0.618 -0.22
O -0.042 4.637 1.501 -0.46
C -0.938 5.499 0.790 -0.19
C -2.395 5.180 1.080 -1.07
C 1.256 -1.867 0.495 -1.67
N 2.616 -2.355 0.349 -0.17
C 3.005 -3.160 -0.801 0.01
C 2.720 -2.599 -2.200 -0.81
C -0.053 -2.636 0.083 1.31
N -1.147 -2.217 0.932 -0.21
C -1.637 -3.174 1.930 0.03
C -2.433 -2.370 2.974 -1.73
C -0.048 -4.087 -0.402 -0.82
Cl -1.643 -4.593 -1.045 -0.08
C 0.386 -5.215 0.560 -0.05
C 0.947 -6.416 -0.204 -1.46
Cl 1.525 -4.769 1.860 -0.12
H -3.898 -1.178 -1.720 0.53
H -0.416 0.086 -2.943 0.43
H 0.409 2.312 -1.738 0.60
H 1.938 1.349 -1.807 -0.86
H 0.456 4.486 -5.240 0.38
H 1.871 4.261 -4.174 0.33
H 0.345 4.960 -3.567 0.26
H 1.115 0.308 1.862 0.60
H -0.085 0.954 0.757 0.52
H 2.453 3.276 1.572 0.47
H 1.040 2.468 2.316 0.31
H 1.181 4.250 -0.144 0.34
H -0.209 3.122 0.165 0.24
H -0.788 5.390 -0.288 0.16
H -0.711 6.534 1.042 0.39
H -2.609 4.116 0.977 0.28
H -2.991 5.678 0.309 0.35
H -2.737 5.584 2.029 0.31
H 1.139 -1.757 1.575 0.74
H 3.219 -1.541 0.352 0.43
H 4.086 -3.293 -0.737 0.56
H 2.616 -4.175 -0.740 -0.43
H 2.831 -1.512 -2.259 0.04
H 1.711 -2.818 -2.562 0.21
H 3.392 -3.007 -2.954 0.51
H -0.923 -1.334 1.373 0.23
H -0.861 -3.708 2.481 0.15
H -2.348 -3.858 1.474 0.31
H -3.046 -3.025 3.585 0.47
H -3.102 -1.685 2.452 0.41
H -1.715 -1.805 3.572 0.35
H 0.592 -4.119 -1.278 0.51
H -0.511 -5.588 1.047 0.65
H 1.180 -7.193 0.520 0.42
H 0.137 -6.825 -0.809 0.37
H 1.822 -6.166 -0.799 0.31
C -8.897 1.069 3.995 -0.66
O -7.525 0.653 3.879 -0.30
P -7.214 -0.802 3.209 0.94
O -8.224 -1.670 3.879 -0.67
O -5.735 -0.873 3.821 -0.19
C -5.579 -0.793 5.237 -0.70
O -6.757 -1.725 1.944 -0.20
C -7.770 -2.026 0.967 -0.73
H -8.898 2.144 4.159 0.24
H -9.461 0.842 3.094 0.30
H -9.352 0.575 4.850 0.27
H -6.463 -1.161 5.758 0.34
H -5.382 0.237 5.532 0.29
H -4.725 -1.409 5.509 0.23
H -8.345 -1.141 0.697 0.32
H -8.436 -2.794 1.355 0.31
H -7.267 -2.400 0.078 0.23
C 8.501 2.629 -1.121 -0.66
O 7.428 1.669 -1.178 -0.34
P 6.501 1.637 -2.505 0.90
O 6.185 3.058 -2.803 -0.65
O 5.310 0.842 -1.775 -0.19
C 4.667 1.468 -0.672 -0.10
O 6.241 0.825 -3.875 -0.23
C 7.091 1.150 -4.995 -0.73
H 9.183 2.307 -0.337 0.24
H 9.038 2.684 -2.064 0.30
H 8.099 3.606 -0.866 0.29
H 4.717 2.557 -0.731 0.46
H 5.122 1.134 0.262 0.42
H 3.627 1.167 -0.679 -0.54
H 8.138 1.212 -4.700 0.32
H 6.774 2.094 -5.434 0.30
H 6.982 0.355 -5.728 0.24

(10)
14
Properties=species:S:1:pos:R:3:nbo_charge:R:1 method="wB97M-V/def2-TZVPD" lumo_ha=0.0299 charge=0 e_homo_ev=-9.7234 gap_ev=10.54
O -1.213 -0.604 1.329 -0.71
C -1.002 -0.024 0.056 0.04
C -0.255 -0.957 -0.899 -0.28
N 1.187 -1.008 -0.676 -0.47
C 1.713 -0.142 0.077 0.38
O 1.117 0.910 0.705 -0.52
C -0.179 1.246 0.192 -0.10
H -0.390 -0.514 1.828 0.47
H -1.995 0.208 -0.343 0.19
H -0.430 -0.653 -1.940 0.20
H -0.648 -1.973 -0.793 0.22
H 2.773 -0.178 0.322 0.18
H -0.063 1.752 -0.774 0.19
H -0.615 1.935 0.918 0.21

(11)
59
Properties=species:S:1:pos:R:3:lowdin_spin:R:1 method="wB97M-V/def2-TZVPD" multiplicity=2 lumo_ha="-0.3001 / -0.3355" s_squared=1.022 charge=+2 e_homo_ev="-15.2660 / -15.3033" gap_ev="7.10 / 6.17"
Fe 0.648 3.609 0.268 0.13
I 3.289 4.044 0.303 -0.01
C 2.851 6.116 0.280 0.00
I 0.741 6.351 0.268 -0.02
H 3.262 6.551 -0.623 0.00
H 3.261 6.573 1.173 0.00
C -3.115 4.333 1.627 0.00
S -2.036 4.126 0.201 0.05
C -3.120 3.494 -1.089 0.00
H -3.785 5.167 1.432 0.00
H -2.488 4.562 2.485 0.00
H -3.685 3.426 1.814 0.00
H -3.699 2.649 -0.723 0.00
H -2.491 3.182 -1.920 0.00
H -3.780 4.295 -1.411 0.00
C 3.542 -1.795 2.023 0.00
C 2.030 -1.715 2.019 0.00
C 1.401 -3.093 2.118 0.00
C 1.527 -0.804 3.127 0.00
O 1.662 -1.113 0.723 0.04
Si 0.300 -0.798 -0.022 0.03
S 0.248 1.527 0.183 0.74
O 0.298 -0.956 -1.598 0.01
C 1.314 -1.297 -2.609 0.00
C 1.861 -2.680 -2.302 0.00
C 0.594 -1.267 -3.941 0.00
C 2.413 -0.247 -2.557 0.00
O -1.036 -1.188 0.735 0.01
C -2.382 -1.607 0.315 0.00
C -2.991 -0.484 -0.511 0.00
C -2.268 -2.889 -0.493 0.00
C -3.162 -1.827 1.595 0.00
H 3.886 -2.220 2.966 0.00
H 3.981 -0.803 1.908 0.00
H 3.896 -2.430 1.209 0.00
H 1.721 -3.580 3.039 0.00
H 1.706 -3.715 1.274 0.00
H 0.312 -3.020 2.130 0.00
H 1.812 -1.213 4.096 0.00
H 0.438 -0.726 3.092 0.00
H 1.962 0.193 3.027 0.00
H 1.051 -3.410 -2.263 0.00
H 2.385 -2.681 -1.345 0.00
H 2.564 -2.985 -3.077 0.00
H -0.220 -1.993 -3.953 0.00
H 1.290 -1.515 -4.743 0.00
H 0.181 -0.276 -4.132 0.00
H 2.901 -0.257 -1.578 0.00
H 1.996 0.746 -2.743 0.00
H 3.163 -0.459 -3.318 0.00
H -2.400 -0.311 -1.415 0.00
H -3.018 0.434 0.083 0.00
H -4.006 -0.748 -0.806 0.00
H -1.712 -2.712 -1.416 0.00
H -3.260 -3.256 -0.755 0.00
H -1.756 -3.658 0.087 0.00
H -3.200 -0.909 2.183 0.00
H -2.696 -2.606 2.199 0.00
H -4.181 -2.134 1.360 0.00